Entry 1:
21
Properties=species:S:1:pos:R:3 method="wB97M-V/def2-TZVPD" energy_ha=-366.3878 smiles="C=C(C)C.CNC=O" homo_lumo_gap_ev=9.6
C 1.638 0.448 2.455
C 1.866 0.372 1.129
C 1.818 1.607 0.239
C 2.151 -0.938 0.420
H 1.686 -0.433 3.072
H 1.428 1.426 2.935
H 2.753 1.724 -0.329
H 1.666 2.509 0.825
H 1.000 1.478 -0.486
H 2.224 -1.783 1.127
H 3.096 -0.878 -0.104
H 1.379 -1.134 -0.345
C -2.513 0.579 -1.568
N -3.031 -0.756 -1.279
C -2.263 -1.716 -0.671
O -1.116 -1.516 -0.262
H -1.897 0.899 -0.722
H -3.309 1.279 -1.691
H -1.861 0.582 -2.478
H -3.912 -1.072 -1.675
H -2.801 -2.676 -0.592

Entry 2:
112
Properties=species:S:1:pos:R:3 method="wB97M-V/def2-TZVPD" energy_ha=-2160.4162 homo_lumo_gap_ev=6.2
C 10.854 -26.456 -16.179
O 9.880 -25.672 -15.479
C 10.178 -24.253 -15.371
C 10.367 -23.356 -16.609
O 10.313 -22.037 -16.063
C 10.708 -21.100 -16.962
H 10.929 -26.031 -17.180
H 10.368 -27.426 -16.278
H 11.847 -26.565 -15.744
H 11.065 -24.188 -14.740
H 9.333 -23.906 -14.777
H 9.651 -23.588 -17.398
H 11.349 -23.601 -17.015
H 11.788 -21.025 -17.088
H 10.312 -20.179 -16.535
H 10.215 -21.138 -17.933
C 12.635 -24.712 -12.322
O 13.585 -23.883 -11.540
C 14.503 -23.183 -12.237
C 13.840 -22.106 -13.202
O 13.212 -22.727 -14.384
C 12.057 -22.043 -14.900
H 13.201 -25.573 -12.677
H 12.194 -24.227 -13.193
H 11.942 -25.019 -11.539
H 14.891 -23.881 -12.979
H 15.302 -22.756 -11.632
H 14.454 -21.245 -13.470
H 13.088 -21.651 -12.558
H 11.356 -21.981 -14.068
H 11.659 -22.574 -15.764
H 12.399 -21.041 -15.161
C 10.948 -19.656 -18.672
O 9.818 -20.392 -19.010
C 9.378 -20.381 -20.367
C 8.367 -21.481 -20.666
O 7.043 -21.325 -20.052
C 5.964 -21.828 -20.779
H 11.348 -19.765 -17.664
H 10.603 -18.641 -18.872
H 11.792 -19.942 -19.299
H 10.069 -20.656 -21.164
H 8.864 -19.427 -20.484
H 8.771 -22.451 -20.376
H 8.253 -21.614 -21.741
H 6.092 -22.705 -21.412
H 5.324 -21.071 -21.232
H 5.377 -22.310 -19.997
C 13.082 -18.383 -18.613
O 14.045 -18.958 -19.497
C 14.158 -20.354 -19.501
C 14.687 -21.075 -18.222
O 13.475 -21.341 -17.410
C 13.454 -20.952 -16.094
H 13.273 -18.534 -17.550
H 12.109 -18.843 -18.784
H 12.967 -17.313 -18.786
H 14.794 -20.600 -20.351
H 13.193 -20.685 -19.885
H 15.459 -20.408 -17.839
H 15.177 -22.004 -18.513
H 13.422 -19.877 -15.922
H 14.387 -21.342 -15.687
H 12.689 -21.455 -15.502
C 14.293 -19.839 -14.993
O 15.488 -19.317 -14.369
C 15.296 -18.835 -13.047
C 16.579 -18.666 -12.246
O 17.478 -17.798 -12.986
C 18.787 -17.659 -12.380
H 14.086 -20.822 -14.571
H 14.559 -20.123 -16.011
H 13.493 -19.105 -14.892
H 14.840 -19.669 -12.512
H 14.562 -18.030 -13.075
H 17.097 -19.553 -11.881
H 16.254 -18.074 -11.390
H 19.396 -18.564 -12.396
H 18.706 -17.223 -11.384
H 19.260 -16.905 -13.010
C 17.564 -20.359 -19.757
O 16.627 -21.359 -19.394
C 16.577 -22.381 -20.379
C 15.563 -23.387 -19.978
O 14.234 -22.776 -19.973
C 13.593 -22.433 -21.219
H 18.573 -20.692 -20.001
H 17.708 -19.772 -18.850
H 17.110 -19.812 -20.583
H 17.527 -22.894 -20.528
H 16.373 -21.938 -21.354
H 15.677 -23.689 -18.937
H 15.682 -24.360 -20.455
H 13.884 -23.227 -21.907
H 13.958 -21.499 -21.646
H 12.506 -22.494 -21.171
C 9.430 -17.932 -21.800
O 10.114 -19.214 -21.996
C 11.489 -19.066 -21.645
C 12.311 -20.344 -21.651
O 11.650 -21.641 -21.519
C 10.954 -22.000 -22.651
H 9.849 -17.361 -22.628
H 9.755 -17.455 -20.875
H 8.360 -18.113 -21.906
H 11.692 -18.672 -20.649
H 11.980 -18.457 -22.403
H 13.022 -20.246 -20.831
H 12.855 -20.466 -22.587
H 10.701 -23.039 -22.443
H 11.615 -22.018 -23.518
H 10.021 -21.477 -22.864

Entry 3:
7
Properties=species:S:1:pos:R:3 method="wB97M-V/def2-TZVPD" energy_ha=-2067.0420 total_charge=+2 homo_lumo_gap_ev="5.0 / 5.1"
O -2.164 0.058 -0.619
C -1.328 0.330 -1.558
Mg -4.046 0.779 0.244
Cu -0.321 -1.139 -0.018
H -1.839 0.760 -2.451
C 1.686 0.725 0.298
O 2.551 1.339 0.675

Entry 4:
11
Properties=species:S:1:pos:R:3 method="wB97M-V/def2-TZVPD" energy_ha=-322.4405 homo_lumo_gap_ev=10.4
C -1.668 -0.277 -0.749
N -1.267 0.269 0.508
C -0.056 0.396 0.885
O 0.945 -0.228 0.109
C 2.277 -0.110 0.373
O 2.777 0.609 1.184
H -2.676 0.077 -0.969
H -1.684 -1.357 -0.674
H -0.994 0.014 -1.560
H -0.484 1.390 1.198
H 2.831 -0.784 -0.305